Here is C27H30IN3O3S3Zr as an isolated structure from the Open Molecules 2025 dataset. Energies are from ωB97M-V with the def2-TZVPD basis set.

Results
HOMO energy (eV): -13.3
Net charge: +2
Calculated total energy (eV): -80977.0828
LUMO (eV): -5.426
Orbital gap (Ha): 0.2881

Last column: Mulliken charge in e.
CARTESIAN COORDINATES (ANGSTROEM)
Zr 0.914 -0.691 -0.905  0.1386
S 4.750 -2.562 0.876  -0.2274
C 5.114 -2.441 -0.784  -0.6043
C 4.096 -1.871 -1.492  -0.5122
C 2.944 -1.574 -0.707  1.1134
C 3.187 -1.922 0.616  0.0691
C 2.232 -1.730 1.705  1.0226
C 2.473 -2.043 3.042  -1.0818
C 1.496 -1.791 3.981  -0.5368
C 0.285 -1.222 3.589  -1.1176
C 0.111 -0.931 2.257  -0.3910
N 1.057 -1.186 1.339  0.4695
H 6.075 -2.767 -1.147  0.5040
H 4.162 -1.668 -2.551  0.3595
H 3.420 -2.475 3.336  0.4879
H 1.673 -2.033 5.020  0.4608
H -0.500 -1.007 4.299  0.5221
H -0.806 -0.481 1.892  0.6365
O 1.023 1.216 -0.099  -0.0046
S 1.637 2.620 -0.396  0.0388
C 0.478 3.461 -1.476  -0.6611
C -0.945 3.708 -0.996  -1.2522
C -1.871 2.494 -0.981  0.4050
C -2.185 1.962 -2.378  -0.8766
S -2.286 0.173 -2.468  -0.1249
O -0.934 -0.227 -1.878  0.0395
C -3.468 -0.181 -1.209  0.6483
C -4.773 0.230 -1.464  -0.7871
C -5.749 -0.035 -0.517  -0.6372
C -5.420 -0.716 0.650  -0.5813
C -4.120 -1.145 0.870  -0.6296
C -3.128 -0.882 -0.067  -0.1738
C 1.449 3.487 1.124  0.8691
C 0.540 3.087 2.092  -0.1560
C 0.446 3.837 3.254  -0.7395
C 1.238 4.966 3.424  -0.5210
C 2.144 5.349 2.445  -0.6729
C 2.267 4.599 1.285  -0.5909
H 0.557 2.899 -2.410  0.3509
H 1.003 4.408 -1.640  0.6633
H -1.352 4.477 -1.658  0.4356
H -0.926 4.159 -0.001  0.4813
H -2.803 2.766 -0.484  0.4738
H -1.424 1.703 -0.373  -0.4611
H -1.402 2.168 -3.114  0.4210
H -3.119 2.348 -2.789  0.6259
H -5.036 0.738 -2.384  0.4197
H -6.767 0.281 -0.697  0.4267
H -6.189 -0.925 1.381  0.4169
H -3.879 -1.698 1.768  0.4738
H -2.120 -1.256 0.073  0.5806
H -0.071 2.207 1.944  0.2729
H -0.246 3.543 4.031  0.4477
H 1.156 5.547 4.332  0.4211
H 2.768 6.219 2.591  0.4348
H 2.999 4.874 0.535  0.4850
I 1.994 0.294 -3.377  -0.3130
C 0.328 -6.139 -2.076  -1.0275
N 0.077 -4.887 -1.376  -0.1858
C 0.483 -3.697 -1.803  0.4587
N 1.174 -3.592 -2.935  -0.1261
O 0.192 -2.661 -1.107  -0.5814
H -0.041 -6.956 -1.463  0.3305
H 1.399 -6.290 -2.218  0.3337
H -0.189 -6.167 -3.036  0.3386
H -0.459 -4.881 -0.524  0.2692
H 1.383 -4.399 -3.499  0.2295
H 1.483 -2.689 -3.270  -0.0009